A 2-piece molecular cluster, C5H9NO overall. Source: the Open Molecules 2025 dataset; level of theory: ωB97M-V with the def2-TZVPD basis set.

Each line ends with the Löwdin charge.
Atoms and positions in Å:
C (2.1147, -0.2795, -0.2473)  -0.09
C (0.7219, 0.1284, 0.2425)  -0.21
C (-0.3710, -0.8170, -0.1889)  -0.44
O (-0.3234, -2.0699, 0.3390)  0.05
C (-1.3620, -0.5099, -1.0300)  0.03
C (-2.4786, 2.6620, 1.7520)  -0.08
N (-2.0462, 2.1172, 0.8063)  0.04
H (2.1882, -0.1440, -1.3300)  0.08
H (2.8907, 0.3246, 0.2355)  0.08
H (2.3261, -1.3329, -0.0373)  0.07
H (0.4934, 1.1353, -0.1200)  0.10
H (0.7059, 0.1840, 1.3413)  0.12
H (-1.7510, 1.5102, 0.0607)  0.00
H (0.3896, -2.1191, 0.9868)  0.10
H (-2.1322, -1.2350, -1.2688)  0.07
H (-1.3663, 0.4455, -1.5418)  0.06

Summary:
LUMO level in eV: 0.6
HOMO in eV: -9.375
E_tot in eV: -8866.61078
Relative energy (zero: lowest compared OMol25 entry of this formula, charge and spin) in kcal/mol: 60.0
Orbital gap in eV: 9.997
Multiplicity: 1

***

The molecule C5H9NO. Source: the Open Molecules 2025 dataset; level of theory: ωB97M-V with the def2-TZVPD basis set.

Each line ends with the Löwdin charge.
Atoms and positions in Å:
C (-0.4666, -1.9778, 0.7290)  -0.11
O (-0.2227, -0.6337, 0.9384)  -0.29
C (-1.0413, 0.3365, 0.3512)  -0.20
C (0.0101, 1.3510, -0.1049)  -0.21
C (1.4510, 0.3656, -0.2375)  0.02
C (-0.1712, 1.8948, -1.4581)  -0.23
N (-0.1359, 2.2142, -2.5717)  0.14
H (0.4746, -2.5127, 0.9215)  0.09
H (-0.8005, -2.2006, -0.2956)  0.10
H (-1.2158, -2.2828, 1.4567)  0.09
H (-1.7242, 0.6822, 1.1357)  0.13
H (-1.6271, -0.0455, -0.4980)  0.13
H (0.0423, 2.2265, 0.5855)  0.14
H (2.2066, 0.9890, 0.2086)  0.06
H (1.6926, -0.6616, 0.1512)  0.08
H (1.5280, 0.2551, -1.3120)  0.06

Summary:
LUMO level in eV: 0.8
HOMO in eV: -9.857
SMILES: COC[C@@H](C)C#N
E_tot in eV: -8865.73309
Relative energy (zero: lowest compared OMol25 entry of this formula, charge and spin) in kcal/mol: 80.2
Orbital gap in eV: 10.663
Multiplicity: 1

***

An isolated ion of composition C5H9NO2 and charge -1. Source: the Open Molecules 2025 dataset; level of theory: ωB97M-V with the def2-TZVPD basis set.

Each line ends with the Mulliken spin population.
Atoms and positions in Å:
O (-2.2211, -0.5565, -1.2683)  -0.02
C (-1.2272, 0.1202, -1.0767)  0.09
N (0.0270, -0.4130, -1.0421)  -0.10
C (1.1219, 0.1356, -0.2448)  0.20
C (1.2159, -0.4237, 1.2087)  0.16
C (0.3407, -1.5779, 1.5853)  0.52
O (0.7385, -2.8095, 1.5056)  0.29
C (-1.3507, 1.6304, -1.0220)  0.07
H (0.0132, -1.4341, -1.0000)  0.03
H (2.0578, -0.0955, -0.7783)  -0.03
H (1.0754, 1.2239, -0.2067)  -0.07
H (2.2585, -0.7067, 1.3817)  -0.08
H (0.9994, 0.3559, 1.9572)  0.03
H (-0.6516, -1.3830, 2.0241)  -0.01
H (-2.0396, 1.8820, -1.8214)  0.01
H (-1.9299, 1.8539, -0.1268)  -0.02
H (-0.4283, 2.1980, -1.0754)  -0.05

Summary:
LUMO level (spin up / spin down) in eV: 3.8 / 3.7
HOMO (spin up / spin down) in eV: 0.135 / -3.314
Charge: -1
⟨S²⟩: 0.7540
E_tot in eV: -10915.14307
Relative energy (zero: lowest compared OMol25 entry of this formula, charge and spin) in kcal/mol: 14.3
Orbital gap (spin up / spin down) in eV: 3.693 / 7.006
Multiplicity: 2

***

The molecule C5H9NO2. Source: the Open Molecules 2025 dataset; level of theory: ωB97M-V with the def2-TZVPD basis set.

Each line ends with the Löwdin charge.
Atoms and positions in Å:
N (-0.8338, -0.4856, -2.4675)  0.15
C (-0.6049, 0.5705, -1.5577)  -0.53
O (-1.1720, 1.6120, -1.8574)  0.05
C (0.0501, 0.0492, -0.3746)  -0.12
C (-0.4826, 0.7146, 0.9440)  -0.14
C (0.5857, 0.4252, 2.0377)  -0.15
C (1.1508, -0.9735, 2.0995)  -0.24
O (1.2320, -1.8208, 1.2371)  0.02
H (-1.3298, -0.3192, -3.2996)  0.08
H (-0.2198, -1.2075, -2.5242)  0.05
H (1.2402, 0.5243, -0.4877)  0.21
H (0.2399, -1.0061, -0.2581)  0.08
H (-1.3703, 0.2136, 1.2227)  0.11
H (-0.6224, 1.7223, 0.7792)  0.08
H (0.1442, 0.6821, 2.9375)  0.08
H (1.4714, 1.1282, 1.8856)  0.15
H (1.6083, -1.3841, 3.0866)  0.14

Summary:
LUMO level in eV: 0.7
HOMO in eV: -9.713
SMILES: NC(=O)CCCC=O
E_tot in eV: -10914.74235
Relative energy (zero: lowest compared OMol25 entry of this formula, charge and spin) in kcal/mol: 42.3
Orbital gap in eV: 10.453
Multiplicity: 1

***

The molecule C5H9NO2. Source: the Open Molecules 2025 dataset; level of theory: ωB97M-V with the def2-TZVPD basis set.

Each line ends with the Löwdin charge.
Atoms and positions in Å:
C (1.8035, -0.2074, 1.2339)  0.01
C (1.6603, 0.8109, 0.3824)  -0.12
C (0.8619, 0.5193, -0.8526)  -0.34
N (1.0750, -0.7851, -1.4000)  0.06
C (-0.5021, 0.8027, -0.2651)  -0.55
O (-1.0384, 1.8471, -0.3245)  0.16
O (-1.0899, -0.3248, 0.0165)  -0.04
C (-2.5410, -0.4575, 0.3043)  0.03
H (2.0821, -0.1287, 2.2888)  0.06
H (1.1804, -1.1074, 1.2057)  0.06
H (1.8534, 1.8532, 0.5648)  0.11
H (1.1687, 1.2786, -1.5509)  0.14
H (0.3438, -1.4014, -0.8963)  0.12
H (1.9066, -1.1801, -1.7023)  0.05
H (-3.0186, 0.4861, 0.3543)  0.07
H (-3.0649, -0.9778, -0.5353)  0.11
H (-2.6809, -1.0276, 1.1764)  0.07

Summary:
LUMO level in eV: 0.9
HOMO in eV: -8.823
SMILES: C=C[C@@H](N)C(=O)OC
E_tot in eV: -10913.78026
Relative energy (zero: lowest compared OMol25 entry of this formula, charge and spin) in kcal/mol: 64.5
Orbital gap in eV: 9.683
Multiplicity: 1

***

The molecule C5H9NO2. Source: the Open Molecules 2025 dataset; level of theory: ωB97M-V with the def2-TZVPD basis set.

Each line ends with the Löwdin charge.
Atoms and positions in Å:
O (1.5696, -1.6748, -0.5712)  -0.04
C (1.8644, -0.4055, -0.4280)  -0.12
C (1.0019, 0.4622, 0.2997)  -0.40
C (-0.0458, -0.4526, 1.0856)  -0.09
C (-1.4598, -0.2142, 0.2854)  -0.23
O (-1.8307, -1.4508, -0.4955)  -0.18
C (-0.8551, 0.8763, -0.9238)  -0.13
N (0.3284, 1.5219, -0.3919)  -0.02
H (2.7479, 0.0730, -0.9089)  0.14
H (1.5544, 0.9469, 1.1422)  0.16
H (0.0464, -0.3481, 2.3661)  0.17
H (0.3166, -1.5340, 0.7864)  0.09
H (-2.2461, 0.3799, 0.7513)  0.11
H (-0.8680, -2.0875, -0.3133)  0.19
H (-0.8169, 0.0472, -1.8081)  0.16
H (-1.4768, 1.6404, -1.1896)  0.06
H (0.1694, 2.2200, 0.3136)  0.11

Summary:
LUMO level in eV: 0.0
HOMO in eV: -9.080
SMILES: O=C[C@@H]1C[C@H](O)CN1
E_tot in eV: -10911.46256
Relative energy (zero: lowest compared OMol25 entry of this formula, charge and spin) in kcal/mol: 117.9
Orbital gap in eV: 9.079
Multiplicity: 1

***

C5H9NO2 as an isolated structure. Source: the Open Molecules 2025 dataset; level of theory: ωB97M-V with the def2-TZVPD basis set.

Each line ends with the Löwdin charge.
Atoms and positions in Å:
C (1.1096, -0.4183, -1.3946)  -0.10
C (0.8646, 0.9696, 0.3457)  -0.11
C (-0.2680, 0.0255, 0.5224)  -0.42
C (-1.6373, 0.3881, 0.8568)  -0.16
C (-0.0013, -1.4027, 0.7519)  -0.11
H (1.5826, -1.0073, -0.5825)  0.03
H (2.1071, 0.1138, -1.9173)  0.15
H (0.4637, -0.9500, -2.2904)  0.15
H (0.5398, 2.0754, 0.4970)  0.16
H (1.9440, 0.9491, 0.6141)  0.15
H (-2.1622, -0.8537, 0.9364)  0.18
H (-1.8429, 1.1042, 1.8531)  0.17
H (-1.1866, 1.2494, -0.9136)  0.16
H (-0.7016, -2.1238, 1.1223)  0.12
N (0.2172, 0.5460, -0.7751)  -0.13
O (-2.2100, 1.2329, -0.3232)  -0.22
O (1.1814, -1.8982, 0.6969)  -0.02

Summary:
LUMO level in eV: -0.2
HOMO in eV: -9.671
E_tot in eV: -10909.66986
Relative energy (zero: lowest compared OMol25 entry of this formula, charge and spin) in kcal/mol: 159.3
Orbital gap in eV: 9.423
Multiplicity: 1

***

A 2-piece molecular cluster, C5H9NO2 overall. Source: the Open Molecules 2025 dataset; level of theory: ωB97M-V with the def2-TZVPD basis set.

Each line ends with the Löwdin charge.
Atoms and positions in Å:
C (1.0389, -0.9218, 0.1611)  -0.05
C (1.1515, -1.8608, -0.9890)  -0.13
C (-1.8713, 0.0626, 0.0908)  -0.64
C (-0.7218, 1.1593, 0.2972)  -0.21
N (-1.0463, 2.0214, 1.2443)  0.20
C (0.5262, 1.0321, -0.3169)  0.01
O (-1.4573, -1.0249, -0.3539)  -0.03
O (-2.9435, 0.3883, 0.5920)  0.00
H (-2.0173, 1.9004, 1.5583)  0.13
H (-0.5308, 2.8718, 1.4147)  0.13
H (1.9813, -0.4940, 0.4800)  0.07
H (0.4994, -1.2831, 1.0266)  0.09
H (1.8388, -2.6647, -0.6982)  0.09
H (0.1916, -2.2985, -1.2451)  0.07
H (1.5777, -1.3785, -1.8692)  0.08
H (1.3039, 1.7394, -0.0305)  0.09
H (0.4790, 0.7508, -1.3623)  0.10

Summary:
LUMO level in eV: -0.5
HOMO in eV: -9.061
E_tot in eV: -10913.76445
Relative energy (zero: lowest compared OMol25 entry of this formula, charge and spin) in kcal/mol: 64.8
Orbital gap in eV: 8.608
Multiplicity: 1